Entry 1:
Entry from OMol25: a cluster of 17 separate species, C26H32BCl48PS in total (wB97M-V/def2-TZVPD).

XYZ file:
```
109
C26H32BCl48PS | OMol25 | wB97M-V/def2-TZVPD
C -1.2973 -0.2276 -6.1541
C -2.2595 -1.3751 -5.5439
C -2.7591 -2.5582 -6.4144
C -3.6675 -3.6358 -5.7190
C -4.0788 -3.5638 -4.2205
C -3.5261 -2.3484 -3.4068
C -3.8731 -2.2221 -1.8315
B -3.0253 -3.3280 -0.9477
S -4.0075 -4.8198 -0.2972
P -1.1773 -3.1332 -0.5531
C -0.1183 -4.4819 -1.3955
C -0.4721 -1.4990 -1.1870
C -2.6480 -1.2379 -4.0312
H -1.2783 -0.2688 -7.2970
H -1.6061 0.7998 -5.7698
H -0.2322 -0.4590 -5.7636
H -2.4508 -2.6184 -7.5060
H -3.9971 -4.5017 -6.3923
H -4.7563 -4.3633 -3.7507
H -4.9939 -2.3952 -1.7154
H -3.5235 -1.1914 -1.4635
H -4.4737 -5.4897 -1.4296
H -0.6229 -5.4957 -1.2486
H 0.8990 -4.4638 -0.8535
H -0.0037 -4.1845 -2.5004
H -1.2718 -0.8440 -1.6668
H -0.0305 -0.8746 -0.3236
H 0.3510 -1.6983 -1.9587
H -2.2543 -0.3256 -3.4841
C 3.3838 -1.8853 -3.3186
Cl 1.6466 -1.8985 -3.6528
Cl 3.7270 -2.6997 -1.7856
Cl 4.2786 -2.6475 -4.6419
H 3.7091 -0.8499 -3.2367
C 1.2281 1.9724 1.4822
Cl 1.8024 0.5271 0.6397
Cl 2.0580 3.4136 0.8796
Cl -0.5245 2.1427 1.3019
H 1.4548 1.8641 2.5409
C 6.1470 4.5317 0.4066
Cl 4.8163 5.4326 -0.3366
Cl 5.7566 2.8083 0.4948
Cl 7.6510 4.7830 -0.4918
H 6.2876 4.9033 1.4197
C 2.4011 1.4547 5.8220
Cl 3.1717 2.5531 6.9737
Cl 1.0248 2.2409 5.0352
Cl 3.5698 0.8982 4.6139
H 2.0334 0.5877 6.3687
C 0.1316 -1.8710 3.6934
Cl -0.5893 -0.2677 3.9228
Cl 0.5371 -2.1358 1.9915
Cl 1.5683 -2.0581 4.7114
H -0.5967 -2.6189 3.9898
C 7.1462 -4.1048 -2.2982
Cl 6.4987 -5.4485 -1.3465
Cl 7.7211 -2.8107 -1.2370
Cl 8.4476 -4.6635 -3.3589
H 6.3450 -3.7079 -2.9189
C 6.3513 -0.0990 8.1563
Cl 6.8664 1.4592 7.4953
Cl 6.7996 -0.2297 9.8626
Cl 4.6068 -0.3137 7.9538
H 6.8596 -0.8890 7.6070
C 2.5137 4.0055 10.4970
Cl 1.2224 3.4662 11.5766
Cl 3.4379 2.6222 9.8924
Cl 1.8479 4.9464 9.1539
H 3.1863 4.6454 11.0619
C -5.5400 1.6594 -3.7362
Cl -6.8325 1.1162 -2.6543
Cl -4.5924 0.2732 -4.3096
Cl -6.2182 2.5751 -5.0950
H -4.8784 2.3180 -3.1763
C -2.5011 2.8611 -8.5533
Cl -0.7435 2.7160 -8.4025
Cl -3.1360 1.6320 -9.6555
Cl -3.2777 2.7280 -6.9691
H -2.7291 3.8420 -8.9655
C 8.1799 7.8736 -3.0736
Cl 6.8723 7.3477 -2.0049
Cl 9.1021 6.4810 -3.6588
Cl 7.5374 8.8090 -4.4316
H 8.8510 8.5138 -2.5043
C -10.0630 2.9906 -5.2521
Cl -11.4563 3.6110 -4.3554
Cl -10.5868 1.8706 -6.5183
Cl -9.1273 4.3214 -5.9470
H -9.4228 2.4480 -4.5583
C -2.6357 -4.1870 6.5798
Cl -2.3494 -4.1323 8.3246
Cl -1.9648 -2.7493 5.7942
Cl -1.9415 -5.6559 5.8808
H -3.7104 -4.2006 6.4093
C 0.9488 -8.5953 5.8013
Cl 1.4694 -7.0414 5.1342
Cl 1.3927 -8.7189 7.5095
Cl -0.7960 -8.8082 5.5950
H 1.4571 -9.3889 5.2573
C 3.0229 7.3292 12.5448
Cl 2.3561 5.9709 13.4661
Cl 3.6011 8.5954 13.6363
Cl 4.3299 6.7867 11.4809
H 2.2295 7.7461 11.9272
C -8.0339 0.7439 -9.3942
Cl -8.4526 -0.7910 -10.1690
Cl -6.3545 1.1793 -9.7422
Cl -9.1314 2.0271 -9.9231
H -8.1405 0.6243 -8.3174
```

Results
orbital gap: 0.2844 hartree
highest occupied orbital energy: -7.87 eV
maximum force: 5.4 eV Å⁻¹
multiplicity: 1

Entry 2:
Entry from OMol25: a structure of composition C26H32ClN8NaS (wB97M-V/def2-TZVPD).

XYZ file:
```
69
C26H32ClN8NaS | OMol25 | wB97M-V/def2-TZVPD
Na -0.4482 1.2373 -0.4920
C -0.4146 0.7933 3.7704
C -0.1264 0.9493 2.2677
N -1.2230 1.5260 1.5288
N -2.4491 1.3799 2.1291
C -3.4820 0.7266 1.6147
N -4.7384 1.0522 2.0878
S -3.3870 -0.3984 0.3867
C 1.0396 1.8814 2.0078
C 1.8017 2.4395 3.0355
C 2.7872 3.3591 2.7353
C 2.9994 3.7076 1.4118
C 2.2105 3.0877 0.4571
N 1.2650 2.2065 0.7349
H -1.2867 0.1594 3.9137
H -0.6177 1.7684 4.2113
H 0.4239 0.3305 4.2851
H -2.6687 2.0039 2.9158
H -4.8120 1.4262 3.0227
H -5.4488 0.3849 1.8299
H 1.6388 2.1574 4.0614
H 3.3826 3.7993 3.5235
H 3.7460 4.4376 1.1391
H 2.3367 3.3146 -0.5946
N -2.2247 -1.1019 -2.4533
C -1.4877 -2.0855 -3.0387
C -2.0713 -3.0573 -3.8331
C -1.3011 -4.0085 -4.4997
C 0.0661 -4.0157 -4.3898
C 0.7100 -3.0425 -3.6019
C 2.1124 -2.9564 -3.4655
C 2.6562 -1.9626 -2.6977
C 1.7958 -1.0683 -2.0410
N 0.4934 -1.1164 -2.1352
C -0.0641 -2.0672 -2.9107
H -3.1955 -1.3038 -2.2715
H -1.7751 -0.6273 -1.6840
H -3.1472 -3.0649 -3.9341
H -1.8014 -4.7452 -5.1127
H 0.6582 -4.7575 -4.9080
H 2.7392 -3.6729 -3.9806
H 3.7254 -1.8530 -2.5940
H 2.1942 -0.2829 -1.4130
N -2.3602 2.0110 -1.5534
C -2.0938 2.7388 -2.7713
C -0.6356 3.1848 -2.7994
N 0.2226 2.0170 -2.7039
H -3.1780 1.4229 -1.6418
H -2.5350 2.6415 -0.7793
H -2.7401 3.6237 -2.9045
H -2.2591 2.0624 -3.6142
H -0.4384 3.8252 -1.9367
H -0.4626 3.7761 -3.7166
H 1.1965 2.2850 -2.7738
H 0.0302 1.3981 -3.4838
Cl 3.2076 -0.2095 1.2556
C 2.4596 -1.3397 2.3301
C 3.2782 -2.2191 3.0172
C 2.7229 -3.1474 3.8795
C 1.3476 -3.1892 4.0423
C 0.5431 -2.3168 3.3362
C 1.0718 -1.3706 2.4559
C 0.1700 -0.4912 1.6718
H 4.3456 -2.1858 2.8607
H 3.3616 -3.8430 4.4043
H 0.9044 -3.9193 4.7030
H -0.5296 -2.3789 3.4403
H 0.5635 -0.3480 0.6637
H -0.8077 -0.9705 1.6017
```

Results
orbital gap: 0.2412 hartree
highest occupied orbital energy: -6.38 eV
energy relative to the best compared isomer or geometry (same formula, charge and spin): 0.000 eV
maximum force: 1.1 eV Å⁻¹
multiplicity: 1

Entry 3:
Entry from OMol25: a structure of composition C26H32ClO4W (wB97M-V/def2-TZVPD).

XYZ file:
```
64
C26H32ClO4W | OMol25 | wB97M-V/def2-TZVPD
O -1.0140 1.0153 -4.7055
C 0.2453 1.7639 -5.0191
C -0.5192 3.0983 -5.2019
H 0.8294 1.4126 -5.8913
H 0.8528 1.7645 -4.0885
C -1.6977 2.2788 -4.6037
H -0.7873 3.4651 -6.2050
H -0.1428 3.8769 -4.5408
C -2.9492 2.2857 -5.4346
H -2.7716 1.9626 -6.4536
H -3.3241 3.3137 -5.4624
H -3.6888 1.6272 -4.9910
C -2.0606 2.8108 -3.2140
H -1.1784 2.9474 -2.5670
H -2.8632 2.2023 -2.7627
H -2.5238 3.7976 -3.4734
W 0.8004 -0.8289 -0.4254
C 1.2854 1.1616 0.6602
C 2.5520 0.4899 0.7238
C 3.0570 0.3279 -0.5877
H 3.0771 0.2464 1.6450
C 2.0497 0.7766 -1.5109
C 1.0136 1.4126 -0.7320
H 0.2384 2.0735 -1.1191
H 0.6902 1.4949 1.5257
H 4.0616 -0.0240 -0.8482
H 2.1074 0.7397 -2.6033
C -1.1106 -1.5603 0.8234
C -1.3037 -0.2396 0.3022
C -1.2386 -0.3278 -1.1534
H -1.5500 0.6395 0.8827
C -1.0138 -1.6978 -1.5000
C -0.8675 -2.4606 -0.2703
H -0.7112 -3.5341 -0.1998
H -1.3096 -1.8482 1.8464
H -1.4299 0.4797 -1.8581
H -0.9972 -2.0920 -2.5048
O 0.7396 -1.2121 -4.9414
C 0.0914 -1.1988 -6.2936
C 0.7581 -2.2069 -7.2291
H 0.1936 -0.2027 -6.7651
H -1.0052 -1.3766 -6.1530
C 1.5854 -3.1229 -6.2905
H 1.4636 -1.6505 -7.8606
H 0.0726 -2.7438 -7.8948
C 1.4496 -2.4776 -4.8883
H 2.6299 -3.1754 -6.6447
H 1.1593 -4.1367 -6.2604
H 2.4431 -2.3920 -4.3863
H 0.8170 -3.1539 -4.2708
Cl 0.6329 -3.2853 7.8740
C 0.8513 -3.1672 6.1807
C 0.8978 -4.3405 5.4016
C 1.1223 -4.2466 4.0252
C 1.3088 -2.9901 3.4343
C 1.1942 -1.8231 4.2053
C 0.9787 -1.8988 5.5859
C 1.4986 -2.8814 1.9389
O 1.5397 -3.8655 1.1761
O 1.6177 -1.6190 1.6751
H 0.7294 -5.2985 5.8820
H 1.1577 -5.1269 3.3894
H 1.2586 -0.8463 3.7274
H 0.8959 -1.0016 6.2047
```

Results
orbital gap (spin up / spin down): 0.2483 / 0.2244 hartree
highest occupied orbital energy (spin up / spin down): -11.16 / -11.16 eV
⟨S²⟩: 2.0179
maximum force: 5.3 eV Å⁻¹
multiplicity: 3
net charge: +1

| no. | E_tot (Ha) |
| --- | --- |
| 1 | -23863.2251 |
| 2 | -2468.7412 |
| 3 | -1837.8012 |